Entry 1:
Below is a 5-piece molecular cluster, C29H39Cl2N2O11PS overall at a distorted geometry, with properties calculated with the ωB97M-V functional and the def2-TZVPD basis.

Properties
Gap between HOMO and LUMO ... 7.10 eV
Structure (SMILES) ... CCCCCc1c2c(c(Cl)c(S)c1P(O)Cl)C(=O)N(N)C2=O.O=C1CCCO1.O=C1CCCO1.O=C1CCCO1.O=C1CCCO1
Net charge ... 0
LUMO level ... -1.7 eV
2S+1 ... 1
Energy relative to the best compared isomer or geometry (same formula, charge and spin) ... 5.7898 eV
Electronic energy ... -101372.0799 eV

Structure (XYZ):
```
85
Properties=species:S:1:pos:R:3:mulliken_charge:R:1
C 2.60 -2.61 3.02 -0.678
C 1.90 -3.82 2.23 -0.684
C 0.70 -3.38 1.23 -0.462
C 1.16 -2.25 0.14 -0.356
C -0.18 -1.76 -0.64 -0.042
C -0.26 -2.59 -2.01 -0.015
C 0.86 -2.31 -3.06 0.544
C 0.89 -3.06 -4.41 -0.659
C -0.20 -4.10 -4.77 0.043
Cl -0.13 -4.92 -6.38 -0.156
C -1.33 -4.37 -3.71 0.098
S -2.67 -5.63 -4.04 -0.203
C -1.39 -3.61 -2.33 0.132
P -2.84 -4.00 -1.18 0.389
O -3.46 -2.47 -0.64 -0.510
Cl -2.20 -4.97 0.60 -0.235
C 2.15 -2.52 -5.21 0.034
O 2.43 -2.68 -6.42 -0.527
N 2.89 -1.74 -4.20 0.373
N 3.98 -2.38 -3.57 -0.586
C 2.09 -1.31 -3.04 0.373
O 2.37 -0.34 -2.30 -0.576
H 3.47 -2.22 2.37 0.201
H 3.00 -2.97 4.04 0.326
H 1.82 -1.76 3.18 0.104
H 2.65 -4.42 1.60 0.279
H 1.44 -4.58 2.97 0.335
H -0.22 -3.04 1.81 0.257
H 0.48 -4.32 0.58 0.254
H 1.73 -1.38 0.63 0.243
H 1.86 -2.81 -0.58 0.396
H 0.01 -0.67 -0.95 0.061
H -1.12 -1.80 -0.01 0.274
H -2.33 -6.65 -3.14 0.192
H -3.52 -2.50 0.35 0.295
H 4.31 -3.19 -4.11 0.276
H 4.75 -1.68 -3.49 0.221
O 0.48 0.08 2.62 -0.643
C -0.04 0.96 1.99 0.533
C 0.68 2.09 1.30 -0.283
C -0.45 3.06 1.02 -0.543
C -1.63 2.15 0.87 -0.082
O -1.37 1.04 1.75 -0.406
H 1.14 1.72 0.38 0.111
H 1.44 2.53 1.96 0.379
H -0.27 3.69 0.15 0.403
H -0.59 3.72 1.89 0.192
H -1.74 1.76 -0.15 0.257
H -2.56 2.63 1.16 0.066
O 8.45 -3.57 -7.83 -0.578
C 7.41 -3.04 -7.54 0.432
C 7.21 -1.57 -7.28 -0.415
C 5.86 -1.54 -6.60 -0.207
C 5.17 -2.75 -7.19 -0.036
O 6.22 -3.70 -7.44 -0.348
H 7.19 -1.04 -8.24 0.249
H 7.99 -1.18 -6.64 0.296
H 5.31 -0.61 -6.76 0.365
H 5.99 -1.68 -5.52 0.051
H 4.67 -2.52 -8.14 0.185
H 4.44 -3.18 -6.51 0.045
O -3.30 3.89 2.37 -0.733
C -4.17 3.26 2.93 0.630
C -4.01 2.47 4.20 0.145
C -5.26 1.62 4.20 -0.637
C -6.25 2.48 3.46 -0.434
O -5.46 3.21 2.51 -0.383
H -3.99 3.16 5.05 0.060
H -3.10 1.87 4.17 0.234
H -5.59 1.34 5.20 0.343
H -5.07 0.69 3.64 0.253
H -6.76 3.19 4.11 0.237
H -6.99 1.88 2.93 0.365
O -4.82 4.85 5.60 -0.654
C -4.00 5.71 5.78 0.551
C -4.28 7.17 5.99 -0.479
C -2.92 7.79 5.76 -0.481
C -1.99 6.69 6.19 -0.463
O -2.66 5.47 5.87 -0.350
H -4.64 7.32 7.01 0.277
H -5.02 7.53 5.26 0.298
H -2.77 8.73 6.31 0.323
H -2.79 8.00 4.70 0.279
H -1.79 6.71 7.27 0.272
H -1.03 6.73 5.66 0.314
```

=====

Entry 2:
Below is C2H5MgO3Sc as an isolated structure at a distorted geometry, with properties calculated with the ωB97M-V functional and the def2-TZVPD basis.

Properties
Gap between HOMO and LUMO (alpha / beta) ... 4.11 / 8.88 eV
Net charge ... +1
LUMO level (alpha / beta) ... -5.4 / -5.5 eV
2S+1 ... 2
Electronic energy ... -34437.9699 eV

Structure (XYZ):
```
12
Properties=species:S:1:pos:R:3:nbo_charge:R:1
O 0.56 0.80 -0.86 -0.899
C 0.59 -0.58 -1.14 -0.135
C 0.13 -1.38 0.12 -0.140
O -0.51 -0.48 1.00 -0.951
Mg -1.67 0.94 -0.01 1.063
H 1.58 -0.94 -1.49 0.200
H -0.12 -0.78 -1.96 0.193
H 0.99 -1.86 0.63 0.171
H -0.53 -2.21 -0.18 0.220
Sc 0.75 1.13 1.12 1.967
O -0.82 2.21 1.32 -1.220
H -0.96 3.15 1.44 0.532
```

=====

Entry 3:
Below is a 3-piece molecular cluster, C21H42ClI2N2O2P overall at a distorted geometry, with properties calculated with the ωB97M-V functional and the def2-TZVPD basis.

Properties
Gap between HOMO and LUMO (alpha / beta) ... 8.26 / 8.88 eV
Net charge ... 0
LUMO level (alpha / beta) ... -0.1 / -0.1 eV
2S+1 ... 3
Energy relative to the best compared isomer or geometry (same formula, charge and spin) ... 0.8067 eV
Electronic energy ... -67540.9289 eV

Structure (XYZ):
```
71
Properties=species:S:1:pos:R:3:mulliken_charge:R:1
C 6.11 -5.40 -3.81 -1.336
C 4.67 -5.76 -3.60 0.342
I 4.35 -7.88 -3.57 0.038
C 3.67 -4.96 -3.45 -0.350
I 4.01 -2.85 -3.54 0.042
P 1.87 -5.46 -3.14 0.483
Cl -0.23 -6.04 -2.85 -0.438
H 6.53 -6.16 -4.45 0.368
H 6.22 -4.44 -4.30 0.443
H 6.67 -5.46 -2.88 0.299
H 2.23 -6.51 -2.30 0.029
H 1.64 -4.23 -2.51 -0.051
H 1.64 -5.61 -4.51 0.124
C -1.30 -2.26 1.01 -1.366
C 0.06 -2.94 1.34 1.878
C 0.20 -3.19 2.85 -1.502
C 0.60 -1.96 3.66 -0.455
C 1.83 -1.30 3.06 -1.374
C 1.63 -0.94 1.59 2.227
N 1.18 -2.12 0.78 0.552
O 2.20 -2.88 0.58 -0.634
C 0.62 0.22 1.50 -2.320
C 2.92 -0.36 1.02 -1.968
C -0.05 -4.31 0.67 -1.812
H -1.22 -1.21 0.75 0.073
H -1.77 -2.72 0.14 0.467
H -2.01 -2.34 1.84 0.277
H 0.96 -3.96 3.01 0.383
H -0.73 -3.60 3.24 0.426
H -0.23 -1.26 3.73 0.270
H 0.83 -2.27 4.69 0.401
H 2.09 -0.40 3.62 0.389
H 2.69 -1.98 3.16 0.368
H 0.39 0.47 0.47 0.409
H 1.03 1.12 1.96 0.522
H -0.31 0.03 2.03 0.395
H 3.77 -1.04 1.14 0.417
H 3.18 0.56 1.55 0.424
H 2.82 -0.12 -0.04 0.403
H -0.08 -4.22 -0.42 0.384
H -0.96 -4.80 0.99 0.397
H 0.79 -4.96 0.93 0.377
C -2.11 4.75 -2.34 -1.745
C -2.02 3.64 -1.25 1.920
C -3.40 3.04 -0.95 -1.341
C -4.29 3.88 -0.04 -0.466
C -3.53 4.26 1.23 -1.261
C -2.22 4.98 0.92 1.856
N -1.36 4.19 -0.02 0.240
O -0.82 3.22 0.63 -0.451
C -2.54 6.38 0.36 -1.972
C -1.47 5.26 2.23 -1.862
C -1.19 2.54 -1.90 -1.704
H -2.01 5.76 -1.95 0.372
H -1.30 4.65 -3.06 0.467
H -3.05 4.70 -2.88 0.299
H -3.27 2.06 -0.48 0.262
H -3.92 2.85 -1.89 0.427
H -4.65 4.77 -0.57 0.274
H -5.18 3.31 0.23 0.408
H -4.16 4.90 1.85 0.402
H -3.33 3.36 1.81 0.331
H -1.63 6.90 0.06 0.396
H -3.03 6.98 1.13 0.435
H -3.22 6.36 -0.49 0.413
H -1.29 4.35 2.80 0.345
H -2.06 5.92 2.86 0.431
H -0.51 5.74 2.03 0.446
H -0.16 2.87 -2.07 0.517
H -1.62 2.28 -2.86 0.427
H -1.16 1.63 -1.30 0.134
```

=====

Entry 4:
Below is C18H43Al2BBr3F4N3O2 as an isolated structure at a distorted geometry, with properties calculated with the ωB97M-V functional and the def2-TZVPD basis.

Properties
Gap between HOMO and LUMO ... 2.43 eV
Net charge ... +2
LUMO level ... -11.1 eV
2S+1 ... 1
Electronic energy ... -262782.0186 eV

Structure (XYZ):
```
76
Properties=species:S:1:pos:R:3:mulliken_charge:R:1
C 4.34 -3.18 4.98 -1.383
C 2.83 -2.91 5.14 1.106
C 2.08 -4.09 5.74 -1.723
C 2.58 -1.67 6.04 -1.030
C 2.51 -0.41 5.30 -0.400
Al 0.58 -0.17 4.40 -0.595
N -0.28 1.15 5.37 -0.410
N 1.02 0.50 2.70 -0.247
O -0.21 -1.71 4.21 0.059
C -1.48 -1.85 4.76 -0.441
C -2.57 -2.46 3.76 0.408
C -3.88 -1.74 3.93 -1.602
O -2.23 -2.48 2.41 -0.326
H 4.91 -2.72 5.78 0.317
H 4.52 -4.24 4.98 0.399
H 4.70 -2.74 4.06 0.375
H 2.43 -2.66 4.16 0.118
H 2.52 -4.38 6.69 0.422
H 1.06 -3.79 5.93 0.303
H 2.07 -4.92 5.04 0.443
H 1.75 -1.82 6.72 0.470
H 3.48 -1.53 6.67 0.467
H 3.28 -0.34 4.54 0.421
H 2.59 0.47 5.95 0.450
H -1.24 1.29 5.10 0.265
H -0.26 0.99 6.37 0.311
H 1.81 -0.04 2.35 0.268
H 1.40 1.44 2.80 0.307
H -1.42 -2.57 5.57 0.290
H -1.90 -0.92 5.15 0.314
H -2.72 -3.48 4.11 0.235
H -4.20 -1.80 4.96 0.428
H -3.80 -0.70 3.64 0.363
H -4.63 -2.21 3.31 0.390
H -1.51 -3.11 2.27 0.286
C 0.24 3.50 -6.22 -1.620
C -0.01 2.03 -6.01 0.702
C -1.18 1.68 -5.08 -0.971
C -1.25 2.36 -3.72 -0.697
N -0.51 1.71 -2.55 0.470
C 0.81 1.09 -2.87 -0.753
C 1.79 2.25 -2.95 -0.572
C 1.31 3.19 -1.84 -0.765
C -0.14 2.79 -1.55 -0.660
C -1.41 0.69 -1.91 -1.601
H 0.40 4.13 -5.33 0.450
H 1.14 3.63 -6.82 0.415
H -0.61 3.89 -6.78 0.389
H 0.95 1.54 -5.69 -0.288
H -0.22 1.58 -7.00 0.475
H -1.27 0.59 -4.97 0.269
H -2.08 1.98 -5.63 0.557
H -2.28 2.38 -3.40 0.305
H -0.92 3.39 -3.79 0.638
H 1.07 0.43 -2.04 0.649
H 0.72 0.46 -3.77 0.431
H 1.75 2.75 -3.92 0.189
H 2.83 1.93 -2.82 0.600
H 1.40 4.23 -2.14 0.371
H 1.92 3.07 -0.94 0.287
H -0.85 3.61 -1.64 0.408
H -0.24 2.35 -0.56 0.399
H -1.65 -0.05 -2.67 0.608
H -2.31 1.19 -1.57 0.534
H -0.90 0.22 -1.07 0.500
C -2.88 -3.14 -0.92 -0.137
Br -3.70 -4.30 -2.20 0.040
Br -0.96 -3.01 -1.19 -0.103
Br -3.70 -1.40 -0.90 -0.003
H -3.03 -3.57 0.06 0.216
Al 1.81 0.04 -5.10 0.204
B -1.26 2.34 -9.52 0.559
F -0.61 3.56 -9.71 -0.379
F -1.88 1.89 -10.66 -0.321
F -0.28 1.38 -9.06 -0.442
F -2.20 2.48 -8.45 -0.412
```

=====

Among the records above, which one has the lowest electronic energy?
C18H43Al2BBr3F4N3O2

=====

2S+1 of number 1 (C29H39Cl2N2O11PS)?
1